[1]
Density functional theory data (the ωB97M-V functional and the def2-TZVPD basis) for one molecule with the formula C20H23NO6S2.

```
52
C20H23NO6S2 the ωB97M-V functional and the def2-TZVPD basis
C 5.071 -1.840 -2.260
O 4.957 -2.302 -0.907
C 3.743 -2.159 -0.286
C 2.724 -1.298 -0.766
C 1.544 -1.170 0.009
C 1.326 -1.927 1.157
C -0.071 -1.775 1.890
C -1.238 -1.877 0.978
S -2.820 -1.281 1.505
O -3.778 -2.367 1.776
O -2.528 -0.202 2.412
C -3.477 -0.558 -0.008
C -3.851 -1.611 -1.024
C -2.931 -2.818 -1.050
S -1.241 -2.369 -0.683
O -0.951 -1.193 -1.503
O -0.447 -3.540 -0.939
C 2.235 -2.932 1.468
C 3.494 -2.956 0.860
H 6.053 -2.181 -2.553
H 4.307 -2.269 -2.916
H 5.009 -0.751 -2.332
H 2.867 -0.633 -1.617
H 0.803 -0.505 -0.366
H -0.189 -0.887 2.512
H -4.346 -0.016 0.373
H -2.734 0.148 -0.379
H -4.878 -1.922 -0.824
H -3.872 -1.163 -2.022
H -3.270 -3.626 -0.404
H -2.871 -3.247 -2.054
H 2.019 -3.748 2.170
H 4.320 -3.533 1.295
C -2.418 -3.439 4.139
C -1.579 -2.218 3.992
C -0.302 -2.496 3.097
N 0.873 -2.319 4.043
C 1.249 -1.084 4.487
C 2.352 -1.015 5.341
C 3.037 -2.152 5.713
C 2.586 -3.391 5.290
C 1.454 -3.437 4.487
O -1.664 -1.269 4.785
H -2.217 -4.220 3.392
H -2.346 -3.932 5.125
H -3.454 -3.152 3.983
H -0.364 -3.529 2.777
H 0.624 -0.259 4.139
H 2.593 -0.028 5.720
H 3.948 -2.100 6.325
H 3.045 -4.327 5.577
H 0.995 -4.358 4.121
```

Summary:
* E: -56553.05383 eV
* HOMO energy: -6.8 eV

Results of the Mulliken charge analysis, in e, for atoms 1 through 8: number 1, C, carries -0.823; number 2, O, carries -0.454; number 3, C, carries 0.816; number 4, C, carries -0.763; number 5, C, carries -0.222; number 6, C, carries -1.199; number 7, C, carries 1.358; number 8, C, carries -1.279


[2]
Density functional theory data (the ωB97M-V functional and the def2-TZVPD basis) for C20H24AsBF6O3PdS6 as an isolated structure.

```
62
C20H24AsBF6O3PdS6 the ωB97M-V functional and the def2-TZVPD basis
Pd -1.411 -0.475 -0.032
S -3.846 -5.284 4.966
C -3.305 -4.261 3.740
S -3.930 -4.243 2.144
C -2.919 -2.992 1.443
C -2.029 -2.442 2.330
S -0.867 -1.149 2.079
S -2.059 -3.105 3.948
S -3.093 -2.631 -0.234
C -3.374 0.634 -4.667
As -3.153 0.637 -2.720
C -3.178 2.540 -2.384
C -4.743 -0.312 -2.190
S -1.267 -0.258 -2.380
H -4.286 1.161 -4.946
H -3.426 -0.397 -5.013
H -2.509 1.117 -5.119
H -4.178 2.937 -2.560
H -2.460 2.974 -3.084
H -2.885 2.715 -1.356
H -5.595 0.331 -2.415
H -4.684 -0.538 -1.130
H -4.772 -1.227 -2.782
C -3.945 0.875 2.360
C -3.755 1.745 1.098
O -3.338 1.037 0.047
C -2.777 2.911 1.448
F -2.929 3.408 2.703
F -1.506 2.516 1.343
F -2.919 3.985 0.617
C -5.139 2.385 0.765
F -5.174 3.020 -0.427
F -5.567 3.290 1.685
F -6.106 1.449 0.695
H -2.995 0.375 2.553
H -4.686 0.109 2.133
H -4.251 1.435 3.244
C 7.531 -1.112 -0.225
C 6.425 -0.217 0.337
C 6.587 -0.166 1.862
C 6.619 1.193 -0.238
C 5.025 -0.723 -0.016
C 4.812 -1.856 -0.792
C 3.528 -2.310 -1.115
C 2.462 -1.590 -0.631
O 1.140 -1.804 -0.795
B 0.454 -0.775 -0.079
O 1.470 0.082 0.489
C 2.656 -0.446 0.150
C 3.920 -0.003 0.463
H 8.506 -0.717 0.072
H 7.503 -1.150 -1.315
H 7.454 -2.132 0.153
H 7.594 0.166 2.128
H 6.420 -1.151 2.299
H 5.873 0.520 2.315
H 7.618 1.570 0.001
H 5.888 1.890 0.168
H 6.503 1.185 -1.322
H 5.655 -2.420 -1.167
H 3.376 -3.192 -1.719
H 4.037 0.884 1.071
```

Summary:
* total charge: -2
* E: -173590.01777 eV
* HOMO energy: -0.8 eV

Results of the Mulliken charge analysis, in e, for atoms 1 through 8: number 1, Pd, carries 0.778; number 2, S, carries -0.409; number 3, C, carries 0.087; number 4, S, carries -0.148; number 5, C, carries 0.139; number 6, C, carries 0.015; number 7, S, carries -0.752; number 8, S, carries -0.134


[3]
Density functional theory data (the ωB97M-V functional and the def2-TZVPD basis) for C20H24AsF6N6O2S2Tl as an isolated structure.

```
62
C20H24AsF6N6O2S2Tl the ωB97M-V functional and the def2-TZVPD basis
Tl -0.640 0.291 0.479
C 1.882 -1.251 3.415
C 1.274 -2.112 2.354
C -0.105 -2.299 2.306
C -0.683 -3.075 1.314
C 0.111 -3.674 0.349
C 1.481 -3.488 0.383
C 2.053 -2.710 1.374
H 1.520 -1.534 4.404
H 1.581 -0.216 3.227
H 2.970 -1.313 3.392
H -0.731 -1.831 3.053
H -1.755 -3.192 1.277
H -0.340 -4.265 -0.435
H 2.110 -3.926 -0.379
H 3.123 -2.550 1.382
S -3.520 -1.190 -0.534
C -3.223 -0.484 -2.058
C -4.270 0.306 -2.556
N -5.195 0.900 -2.906
C -2.104 -0.711 -2.830
S -0.842 -1.809 -2.232
C -1.959 -0.195 -4.105
N -1.849 0.196 -5.189
N 1.462 -1.249 -4.242
C 2.587 -1.521 -3.683
N 3.612 -2.259 -4.305
N 2.904 -1.149 -2.437
C 2.149 -0.460 -1.688
N 1.624 0.225 -0.900
H 1.352 -1.615 -5.182
H 0.099 -1.465 -3.163
H 3.656 -2.169 -5.310
H 4.507 -2.145 -3.850
C 1.037 4.719 -2.073
As 1.043 2.784 -1.608
C 2.453 2.804 -0.247
C 1.574 2.084 -3.364
O -0.474 2.443 -1.172
H 1.986 5.040 -2.507
H 0.835 5.285 -1.164
H 0.232 4.901 -2.785
H 3.395 2.452 -0.661
H 2.137 2.153 0.567
H 2.546 3.831 0.104
H 2.658 2.063 -3.454
H 1.154 2.753 -4.118
H 1.171 1.086 -3.519
C 1.404 3.297 3.975
C 0.289 2.485 3.253
O 0.712 1.460 2.561
C -0.513 3.497 2.360
F -1.585 2.968 1.775
F -0.972 4.593 3.033
F 0.267 4.013 1.393
C -0.691 2.038 4.397
F -0.082 1.170 5.229
F -1.804 1.436 3.978
F -1.105 3.049 5.213
H 2.119 3.645 3.234
H 1.910 2.624 4.663
H 0.984 4.137 4.524
```

Summary:
* total charge: -2
* E: -137675.06056 eV
* HOMO energy: -1.5 eV

Results of the Mulliken charge analysis, in e, for atoms 1 through 8: number 1, Tl, carries 0.869; number 2, C, carries -1.059; number 3, C, carries 0.898; number 4, C, carries -0.646; number 5, C, carries -0.191; number 6, C, carries -0.357; number 7, C, carries -0.205; number 8, C, carries -0.626


What did we get for strongest force on any atom? Answer: 3.69; 0.89; 2.47 eV Å⁻¹, in the order shown.
What did we get for ΔE to the lowest compared entry with this formula, charge and spin? Answer: 491.5; 19.8; 241.5 kJ/mol, in the order shown.
What did we get for gap between HOMO and LUMO? Answer: 5.396; 4.580; 6.111 eV, in the order shown.